Molecular formula: C4H2CsO2
Method: DFT, ωB97M-V with the def2-TZVPD basis set

E_LUMO (eV): -3.93
Total charge: +1
Relative energy (zero: lowest compared OMol25 entry of this formula, charge and spin) (kJ/mol): 195.9
HOMO energy (eV): -10.706
Frontier orbital gap (eV): 6.77

```
9
C4H2CsO2 | OMol25 | ωB97M-V with the def2-TZVPD basis set
C 2.130 -0.514 0.124
C 1.299 0.570 -0.339
O 2.458 1.068 -0.171
H 2.498 -1.227 -0.616
H 2.344 -0.724 1.174
C 0.069 0.508 0.222
C -1.191 0.386 0.117
O -2.371 0.335 0.153
Cs -7.236 -0.403 -0.666
```

Here are the Löwdin charges for atoms 1 to 8, given in e: C 0.10; C -0.35; O 0.13; H 0.11; H 0.13; C 0.05; C -0.25; O 0.08